# 1
Below is the ion C6H14NO with charge +1 in a non-equilibrium geometry, with properties calculated with ωB97M-V with the def2-TZVPD basis set.

Results
HOMO energy (spin up / spin down) in eV: -14.1 / -14.1

ORCA input file:
```
! RIJCOSX wB97M-V def2-TZVPD def2/J DEFGRID3
* xyz 1 1
C 0.204 -0.857 -0.180
C -1.025 1.778 0.221
C -1.960 -1.968 -0.177
C 3.361 0.689 0.348
C -1.841 0.581 -0.167
C -1.164 -0.826 0.357
N 2.322 0.045 -0.444
O 1.049 0.045 0.216
H 0.478 -1.563 -1.026
H -0.002 1.796 -0.229
H -1.606 2.742 -0.236
H -0.852 2.018 1.236
H -2.567 -1.724 -1.001
H -1.434 -2.894 -0.360
H -2.661 -2.366 0.507
H 3.611 1.644 -0.248
H 2.975 0.920 1.355
H 4.304 0.153 0.361
H -2.825 0.735 0.172
H -1.764 0.622 -1.268
H -1.200 -0.801 1.531
H 2.594 -0.769 -0.969
*
```

Charges computed using natural (NBO), reported in e: atom 1 (C): 0.49, atom 2 (C): -0.63, atom 3 (C): -0.64, atom 4 (C): -0.46, atom 5 (C): -0.36, atom 6 (C): -0.36, atom 7 (N): -0.31, atom 8 (O): -0.21, atom 9 (H): 0.22, atom 10 (H): 0.21, atom 11 (H): 0.24, atom 12 (H): 0.22, atom 13 (H): 0.24, atom 14 (H): 0.23, atom 15 (H): 0.25, atom 16 (H): 0.23, atom 17 (H): 0.24, atom 18 (H): 0.24, atom 19 (H): 0.25, atom 20 (H): 0.22, atom 21 (H): 0.29, atom 22 (H): 0.39

# 2
Below is a cluster of 2 separate species, C6H14NO in total in a non-equilibrium geometry, with properties calculated with ωB97M-V with the def2-TZVPD basis set.

Results
HOMO energy in eV: -14.1

ORCA input file:
```
! RIJCOSX wB97M-V def2-TZVPD def2/J DEFGRID3
* xyz 1 1
C 0.164 2.550 0.957
C 0.223 1.221 1.724
C 0.168 -0.146 0.946
C 0.360 -0.068 -0.534
C 1.298 0.603 -1.183
C -1.082 -0.740 -2.317
N -0.378 -1.059 -1.317
H 1.129 2.865 0.551
H -0.454 2.462 0.060
H -0.239 3.316 1.607
H 1.200 1.223 2.219
H -0.501 1.239 2.529
H 1.026 -0.676 1.358
H -0.755 -0.635 1.242
H 1.546 0.581 -2.235
H 1.950 1.184 -0.553
H -1.503 -1.525 -2.932
H -1.261 0.294 -2.585
H -0.315 -2.055 -1.064
H -1.495 -3.287 0.923
H -0.327 -4.105 0.294
O -0.754 -3.244 0.311
*
```

Charges computed using natural (NBO), reported in e: atom 1 (C): -0.61, atom 2 (C): -0.39, atom 3 (C): -0.47, atom 4 (C): 0.13, atom 5 (C): -0.34, atom 6 (C): 0.11, atom 7 (N): -0.40, atom 8 (H): 0.21, atom 9 (H): 0.20, atom 10 (H): 0.24, atom 11 (H): 0.21, atom 12 (H): 0.23, atom 13 (H): 0.25, atom 14 (H): 0.23, atom 15 (H): 0.23, atom 16 (H): 0.23, atom 17 (H): 0.22, atom 18 (H): 0.23, atom 19 (H): 0.48, atom 20 (H): 0.50, atom 21 (H): 0.50, atom 22 (O): -0.98

# 3
Below is the ion C6H14NO with charge +2 in a non-equilibrium geometry, with properties calculated with ωB97M-V with the def2-TZVPD basis set.

Results
HOMO energy (spin up / spin down) in eV: -19.9 / -19.1

ORCA input file:
```
! RIJCOSX wB97M-V def2-TZVPD def2/J DEFGRID3
* xyz 2 2
O -2.550 -0.715 1.363
C -1.968 -0.413 0.388
C -0.895 0.738 0.425
C 0.422 0.104 0.027
C 1.591 1.197 -0.025
C 0.318 -0.630 -1.300
C 0.735 -2.105 -1.283
N -0.874 1.276 1.824
H -2.050 -0.962 -0.579
H -1.189 1.568 -0.221
H 0.752 -0.613 0.780
H 1.303 2.075 -0.590
H 2.480 0.704 -0.401
H 1.701 1.527 1.008
H 0.993 -0.165 -2.048
H -0.622 -0.440 -1.861
H -0.098 -2.699 -1.685
H 1.056 -2.429 -0.303
H 1.510 -2.306 -2.030
H -0.534 0.605 2.523
H -0.274 2.108 1.855
H -1.809 1.576 2.129
*
```

Charges computed using natural (NBO), reported in e: atom 1 (O): -0.23, atom 2 (C): 0.45, atom 3 (C): -0.10, atom 4 (C): -0.23, atom 5 (C): -0.54, atom 6 (C): -0.43, atom 7 (C): -0.62, atom 8 (N): -0.68, atom 9 (H): 0.26, atom 10 (H): 0.29, atom 11 (H): 0.25, atom 12 (H): 0.24, atom 13 (H): 0.28, atom 14 (H): 0.22, atom 15 (H): 0.34, atom 16 (H): 0.28, atom 17 (H): 0.28, atom 18 (H): 0.23, atom 19 (H): 0.28, atom 20 (H): 0.47, atom 21 (H): 0.47, atom 22 (H): 0.48

# 4
Below is the ion C6H14NO3 with charge +1 in a non-equilibrium geometry, with properties calculated with ωB97M-V with the def2-TZVPD basis set.

Results
HOMO energy in eV: -13.5
SMILES: C=CC[N+](OC)(OC)OC

ORCA input file:
```
! RIJCOSX wB97M-V def2-TZVPD def2/J DEFGRID3
* xyz 1 1
C 3.380 0.385 0.264
C 2.076 0.805 0.143
C 1.065 0.496 -0.892
N -0.248 0.024 -0.176
O -1.288 -0.190 -0.950
C -2.227 0.979 -1.401
O -0.430 0.947 0.838
C -1.268 0.508 1.949
O 0.131 -1.183 0.451
C -0.287 -2.411 -0.119
H 3.888 0.659 1.175
H 3.973 -0.143 -0.384
H 1.628 1.300 0.933
H 1.383 -0.263 -1.633
H 0.806 1.488 -1.425
H -3.254 0.528 -1.537
H -1.926 1.508 -2.338
H -2.172 1.763 -0.527
H -0.644 0.120 2.691
H -1.821 -0.297 1.373
H -1.908 1.267 2.352
H 0.131 -3.177 0.545
H 0.376 -2.508 -1.097
H -1.365 -2.604 -0.235
*
```

Charges computed using natural (NBO), reported in e: atom 1 (C): -0.29, atom 2 (C): -0.25, atom 3 (C): -0.26, atom 4 (N): 0.57, atom 5 (O): -0.37, atom 6 (C): -0.28, atom 7 (O): -0.36, atom 8 (C): -0.26, atom 9 (O): -0.35, atom 10 (C): -0.29, atom 11 (H): 0.22, atom 12 (H): 0.20, atom 13 (H): 0.22, atom 14 (H): 0.25, atom 15 (H): 0.24, atom 16 (H): 0.25, atom 17 (H): 0.23, atom 18 (H): 0.23, atom 19 (H): 0.21, atom 20 (H): 0.20, atom 21 (H): 0.23, atom 22 (H): 0.24, atom 23 (H): 0.20, atom 24 (H): 0.22

# 5
Below is a cluster of 2 separate species, C6H14NOS in total in a non-equilibrium geometry, with properties calculated with ωB97M-V with the def2-TZVPD basis set.

Results
HOMO energy (spin up / spin down) in eV: -10.1 / -11.5

ORCA input file:
```
! RIJCOSX wB97M-V def2-TZVPD def2/J DEFGRID3
* xyz 1 1
C -1.718 2.043 -0.252
C -2.677 1.019 -0.885
C -1.481 0.525 -0.017
C 2.619 -1.112 0.635
C -0.338 -0.223 -0.476
C 1.632 -0.518 1.511
N -0.625 -1.647 -0.765
O 0.694 -1.231 2.022
S 1.747 1.189 1.895
H -1.093 2.440 -0.910
H -1.901 2.485 0.698
H -3.562 0.587 -0.365
H -2.554 0.789 -1.917
H -1.697 0.233 0.995
H 3.522 -1.629 1.219
H 3.110 -0.344 0.017
H 2.258 -1.873 -0.068
H 0.257 0.057 -1.342
H 0.252 -2.241 -0.292
H -0.856 -1.946 -1.708
H -1.465 -1.853 -0.177
H 0.231 -0.752 2.627
H 2.227 1.420 0.571
*
```

Charges computed using natural (NBO), reported in e: atom 1 (C): -0.35, atom 2 (C): -0.40, atom 3 (C): -0.34, atom 4 (C): -0.71, atom 5 (C): -0.19, atom 6 (C): 0.27, atom 7 (N): -0.72, atom 8 (O): -0.63, atom 9 (S): 0.08, atom 10 (H): 0.21, atom 11 (H): 0.24, atom 12 (H): 0.24, atom 13 (H): 0.22, atom 14 (H): 0.20, atom 15 (H): 0.27, atom 16 (H): 0.25, atom 17 (H): 0.22, atom 18 (H): 0.17, atom 19 (H): 0.44, atom 20 (H): 0.43, atom 21 (H): 0.43, atom 22 (H): 0.50, atom 23 (H): 0.18

# 6
Below is a cluster of 2 separate species, C6H14O in total in a non-equilibrium geometry, with properties calculated with ωB97M-V with the def2-TZVPD basis set.

Results
HOMO energy in eV: -8.4
SMILES: C/C=C/CCC.O

ORCA input file:
```
! RIJCOSX wB97M-V def2-TZVPD def2/J DEFGRID3
* xyz 0 1
C -2.087 -2.562 -2.236
C -1.873 -1.816 -0.912
C -0.838 -1.177 -0.367
C -0.873 0.076 0.489
C 0.245 1.043 0.074
C 1.653 0.510 0.270
H -2.067 -3.640 -2.031
H -3.067 -2.259 -2.614
H -1.306 -2.268 -2.935
H -2.759 -1.821 -0.267
H 0.158 -1.586 -0.501
H -0.803 -0.279 1.548
H -1.840 0.576 0.458
H 0.139 2.076 0.453
H 0.043 1.299 -0.972
H 1.699 -0.341 -0.424
H 2.479 1.173 0.036
H 1.773 -0.049 1.196
O 2.713 3.711 2.889
H 3.320 4.200 3.463
H 3.289 3.134 2.381
*
```

Charges computed using natural (NBO), reported in e: atom 1 (C): -0.64, atom 2 (C): -0.17, atom 3 (C): -0.19, atom 4 (C): -0.44, atom 5 (C): -0.40, atom 6 (C): -0.62, atom 7 (H): 0.22, atom 8 (H): 0.22, atom 9 (H): 0.22, atom 10 (H): 0.18, atom 11 (H): 0.18, atom 12 (H): 0.20, atom 13 (H): 0.22, atom 14 (H): 0.21, atom 15 (H): 0.20, atom 16 (H): 0.20, atom 17 (H): 0.21, atom 18 (H): 0.21, atom 19 (O): -0.93, atom 20 (H): 0.47, atom 21 (H): 0.47

# 7
Below is the molecule C6H14O, with properties calculated with ωB97M-V with the def2-TZVPD basis set.

Results
HOMO energy in eV: -9.6
SMILES: COCC(C)(C)C

ORCA input file:
```
! RIJCOSX wB97M-V def2-TZVPD def2/J DEFGRID3
* xyz 0 1
C -0.816 -0.645 -2.410
O 0.001 -1.199 -1.359
C -0.269 -1.140 0.040
C 0.219 0.183 0.663
C -0.192 0.235 2.135
C 1.746 0.250 0.520
C -0.440 1.300 -0.144
H -0.978 0.445 -2.513
H -1.816 -1.088 -2.429
H -0.244 -0.898 -3.296
H 0.317 -1.952 0.502
H -1.328 -1.331 0.289
H -1.285 0.240 2.236
H 0.192 1.144 2.614
H 0.197 -0.628 2.691
H 2.042 0.066 -0.518
H 2.238 -0.505 1.149
H 2.127 1.234 0.819
H -0.617 0.909 -1.128
H 0.194 2.175 -0.302
H -1.419 1.586 0.250
*
```

Charges computed using natural (NBO), reported in e: atom 1 (C): -0.25, atom 2 (O): -0.56, atom 3 (C): -0.05, atom 4 (C): -0.08, atom 5 (C): -0.60, atom 6 (C): -0.61, atom 7 (C): -0.62, atom 8 (H): 0.17, atom 9 (H): 0.17, atom 10 (H): 0.20, atom 11 (H): 0.19, atom 12 (H): 0.17, atom 13 (H): 0.21, atom 14 (H): 0.21, atom 15 (H): 0.21, atom 16 (H): 0.22, atom 17 (H): 0.20, atom 18 (H): 0.21, atom 19 (H): 0.21, atom 20 (H): 0.21, atom 21 (H): 0.20

# 8
Below is the molecule C6H14O in a non-equilibrium geometry, with properties calculated with ωB97M-V with the def2-TZVPD basis set.

Results
HOMO energy in eV: -9.0
SMILES: CCCCCOC

ORCA input file:
```
! RIJCOSX wB97M-V def2-TZVPD def2/J DEFGRID3
* xyz 0 1
C 3.070 0.294 -0.132
C 1.801 1.196 -1.004
C 0.542 0.371 -1.191
C -0.753 0.526 -0.437
C -1.096 -0.819 0.177
O -2.285 -0.678 0.899
C -2.647 -1.861 1.548
H 3.936 0.954 -0.206
H 3.327 -0.716 -0.539
H 2.846 0.148 0.949
H 1.662 2.042 -0.343
H 2.240 1.384 -1.969
H 0.464 -0.180 -2.134
H 1.276 -0.157 -0.535
H -1.596 0.832 -1.065
H -0.655 1.273 0.358
H -1.202 -1.599 -0.604
H -0.274 -1.149 0.839
H -2.808 -2.695 0.845
H -3.575 -1.647 2.078
H -1.882 -2.174 2.277
*
```

Charges computed using natural (NBO), reported in e: atom 1 (C): -0.67, atom 2 (C): -0.36, atom 3 (C): -0.50, atom 4 (C): -0.42, atom 5 (C): -0.04, atom 6 (O): -0.54, atom 7 (C): -0.25, atom 8 (H): 0.21, atom 9 (H): 0.21, atom 10 (H): 0.20, atom 11 (H): 0.21, atom 12 (H): 0.21, atom 13 (H): 0.21, atom 14 (H): 0.28, atom 15 (H): 0.21, atom 16 (H): 0.21, atom 17 (H): 0.16, atom 18 (H): 0.15, atom 19 (H): 0.16, atom 20 (H): 0.19, atom 21 (H): 0.16

# 9
Below is a cluster of 2 separate species, C6H14O in total in a non-equilibrium geometry, with properties calculated with ωB97M-V with the def2-TZVPD basis set.

Results
HOMO energy in eV: -9.3
SMILES: C=C(C)CCC.O

ORCA input file:
```
! RIJCOSX wB97M-V def2-TZVPD def2/J DEFGRID3
* xyz 0 1
C -0.074 -0.965 -0.205
C -1.055 -0.179 0.250
C -1.528 -0.290 1.684
C -1.458 1.122 -0.402
C -0.337 2.155 -0.610
C 0.454 1.906 -1.927
H 0.005 -1.786 0.515
H 0.398 -1.088 -1.163
H -0.967 0.389 2.335
H -2.561 0.053 1.757
H -1.286 -1.272 2.101
H -2.252 1.574 0.203
H -2.028 0.928 -1.324
H 0.358 2.179 0.229
H -0.779 3.147 -0.631
H 1.501 2.181 -1.802
H -0.021 2.443 -2.761
H 0.427 0.862 -2.249
O 3.469 -4.659 1.542
H 4.416 -4.848 1.423
H 3.318 -3.853 1.034
*
```

Charges computed using natural (NBO), reported in e: atom 1 (C): -0.44, atom 2 (C): 0.05, atom 3 (C): -0.64, atom 4 (C): -0.45, atom 5 (C): -0.39, atom 6 (C): -0.61, atom 7 (H): 0.19, atom 8 (H): 0.21, atom 9 (H): 0.22, atom 10 (H): 0.21, atom 11 (H): 0.22, atom 12 (H): 0.20, atom 13 (H): 0.22, atom 14 (H): 0.20, atom 15 (H): 0.20, atom 16 (H): 0.21, atom 17 (H): 0.21, atom 18 (H): 0.20, atom 19 (O): -0.94, atom 20 (H): 0.47, atom 21 (H): 0.47

# 10
Below is the molecule C6H14O in a non-equilibrium geometry, with properties calculated with ωB97M-V with the def2-TZVPD basis set.

Results
HOMO energy in eV: -10.1
SMILES: CC(C)C[C@@H](C)O

ORCA input file:
```
! RIJCOSX wB97M-V def2-TZVPD def2/J DEFGRID3
* xyz 0 1
C -1.676 -0.600 -1.157
C -1.196 -0.334 0.270
C -2.232 0.480 1.050
C 0.159 0.387 0.286
C 1.315 -0.378 -0.318
C 2.724 0.529 -0.139
O 1.586 -1.587 0.360
H -2.663 -1.078 -1.158
H -0.990 -1.261 -1.698
H -1.759 0.339 -1.720
H -1.059 -1.299 0.778
H -3.202 -0.029 1.071
H -2.383 1.466 0.590
H -1.916 0.641 2.088
H 0.431 0.608 1.328
H 0.087 1.337 -0.258
H 1.225 -0.547 -1.397
H 2.878 0.964 0.871
H 2.540 1.325 -0.842
H 3.707 0.077 -0.427
H 2.423 -1.041 0.422
*
```

Charges computed using natural (NBO), reported in e: atom 1 (C): -0.61, atom 2 (C): -0.22, atom 3 (C): -0.60, atom 4 (C): -0.42, atom 5 (C): 0.12, atom 6 (C): -0.73, atom 7 (O): -0.73, atom 8 (H): 0.21, atom 9 (H): 0.21, atom 10 (H): 0.20, atom 11 (H): 0.21, atom 12 (H): 0.21, atom 13 (H): 0.20, atom 14 (H): 0.21, atom 15 (H): 0.21, atom 16 (H): 0.20, atom 17 (H): 0.17, atom 18 (H): 0.22, atom 19 (H): 0.23, atom 20 (H): 0.23, atom 21 (H): 0.50

Number 1: electronic energy -366.59743 Ha. Number 2: electronic energy -366.71385 Ha. Number 3: electronic energy -366.20641 Ha. Number 4: electronic energy -516.95757 Ha. Number 5: electronic energy -764.73843 Ha. Number 6: electronic energy -312.17636 Ha. Number 7: electronic energy -312.20196 Ha. Number 8: electronic energy -312.12803 Ha. Number 9: electronic energy -312.19945 Ha. Number 10: electronic energy -312.18826 Ha.